# 1
Formula: C7H20N4O11S
Source: OMol25
Level of theory: ωB97M-V/def2-TZVPD

Last columns: bonded neighbours and bond lengths (Å).
Atoms and positions in Å:
1 C -2.79 -1.91 -2.59  N2 1.500, H5 1.090, H6 1.090, H7 1.090
2 N -2.65 -0.51 -3.11  C1 1.500, O3 1.190, O4 1.157
3 O -1.58 0.00 -3.22  N2 1.190
4 O -3.63 0.06 -3.30  N2 1.157
5 H -3.23 -2.57 -3.34  C1 1.090
6 H -3.47 -1.80 -1.75  C1 1.090
7 H -1.78 -2.24 -2.33  C1 1.090
8 C 0.67 -6.13 3.02  N9 1.482, H12 1.090, H13 1.090, H14 1.090
9 N -0.52 -5.27 2.78  C8 1.482, O10 1.166, O11 1.204
10 O -1.53 -5.83 2.92  N9 1.166
11 O -0.40 -4.11 2.49  N9 1.204
12 H 1.34 -5.42 3.50  C8 1.090
13 H 1.06 -6.27 2.01  C8 1.090
14 H 0.46 -7.05 3.56  C8 1.090
15 C -1.16 -0.94 2.15  N16 1.440, H19 1.090, H20 1.090, H21 1.090
16 N -1.23 -0.78 0.72  C15 1.440, O17 1.243, O18 1.282
17 O -0.12 -0.67 0.18  N16 1.243
18 O -2.35 -0.65 0.11  N16 1.282
19 H -1.05 0.08 2.51  C15 1.090
20 H -0.24 -1.52 2.23  C15 1.090
21 H -1.95 -1.56 2.57  C15 1.090
22 C -2.65 3.68 3.95  N23 1.533, H26 1.090, H27 1.090, H28 1.090
23 N -1.68 2.52 4.21  C22 1.533, O24 1.185, O25 1.242
24 O -2.02 1.47 4.63  N23 1.185
25 O -0.55 2.74 3.73  N23 1.242
26 H -2.19 4.58 3.56  C22 1.090
27 H -3.19 3.92 4.87  C22 1.090
28 H -3.36 3.30 3.21  C22 1.090
29 O 3.93 1.56 -0.55  S30 1.499
30 S 2.50 1.84 -0.92  O29 1.499, O31 1.468, O32 1.690, C35 1.862
31 O 1.49 2.23 0.06  S30 1.468
32 O 2.39 2.81 -2.30  S30 1.690, C33 1.438
33 C 3.56 2.96 -3.12  O32 1.438, C34 1.515, H36 1.090, H37 1.090
34 C 3.16 3.71 -4.37  C33 1.515, H38 1.090, H39 1.090, H40 1.090
35 C 1.94 0.35 -1.88  S30 1.862, H41 1.090, H42 1.090, H43 1.090
36 H 3.96 1.98 -3.37  C33 1.090
37 H 4.40 3.41 -2.59  C33 1.090
38 H 2.47 3.18 -5.02  C34 1.090
39 H 4.00 3.80 -5.07  C34 1.090
40 H 2.60 4.61 -4.12  C34 1.090
41 H 1.77 -0.48 -1.19  C35 1.090
42 H 2.68 0.24 -2.68  C35 1.090
43 H 0.94 0.72 -2.14  C35 1.090

HOMO (spin up / spin down) (eV): -13.10 / -13.03
Strongest force on any atom (eV/A): 5.01
Multiplicity: 2
<S²>: 0.760
DFT total energy (Eh): -1722.71889
Charge: +1
Frontier orbital gap (spin up / spin down) (eV): 9.85 / 2.94

---

# 2
Formula: C7H21BBr2N2O4P
Source: OMol25
Level of theory: ωB97M-V/def2-TZVPD

Last columns: bonded neighbours and bond lengths (Å).
Atoms and positions in Å:
1 C -3.07 2.36 1.07  C2 1.527, H14 1.094, H15 1.087, H16 1.089
2 C -1.95 1.49 0.50  C1 1.527, C3 1.539, H17 1.084, H18 1.095
3 C -0.63 2.13 0.04  C2 1.539, Br4 1.996, P5 1.977, H19 1.083
4 Br -0.44 3.95 0.85  C3 1.996
5 P -0.33 2.27 -1.91  C3 1.977, N6 1.781, Br7 2.498, C8 1.953, B11 2.010, H20 1.448
6 N -2.04 2.57 -2.29  P5 1.781, H21 1.010, H22 1.011
7 Br 0.06 2.46 -4.37  P5 2.498
8 C -0.56 0.34 -2.06  P5 1.953, O9 1.416, H23 1.089, H24 1.093
9 O 0.40 -0.21 -1.17  C8 1.416, O10 1.448
10 O 0.35 -1.64 -1.33  O9 1.448, H25 0.964
11 B 1.66 2.04 -1.68  P5 2.010, N12 1.488, O13 1.361
12 N 2.40 2.47 -0.46  B11 1.488, H26 1.010, H27 1.010
13 O 2.44 1.50 -2.65  B11 1.361, H28 0.965
14 H -3.96 1.73 1.17  C1 1.094
15 H -3.33 3.19 0.42  C1 1.087
16 H -2.83 2.73 2.07  C1 1.089
17 H -2.38 0.91 -0.30  C2 1.084
18 H -1.69 0.77 1.29  C2 1.095
19 H 0.17 1.59 0.53  C3 1.083
20 H -0.18 3.71 -1.85  P5 1.448
21 H -2.63 1.75 -2.35  N6 1.010
22 H -2.44 3.28 -1.69  N6 1.011
23 H -0.36 0.02 -3.09  C8 1.089
24 H -1.54 -0.04 -1.77  C8 1.093
25 H 0.85 -1.93 -0.56  O10 0.964
26 H 2.17 3.41 -0.18  N12 1.010
27 H 2.27 1.86 0.33  N12 1.010
28 H 3.32 1.39 -2.25  O13 0.965
29 C 0.79 -4.92 1.28  C30 1.511, H33 1.088, H34 1.091, H35 1.091
30 C 1.32 -3.99 2.35  C29 1.511, O31 1.206, C32 1.512
31 O 1.11 -2.80 2.31  C30 1.206
32 C 2.12 -4.62 3.47  C30 1.512, H36 1.091, H37 1.091, H38 1.087
33 H 0.24 -4.35 0.54  C29 1.088
34 H 1.62 -5.43 0.79  C29 1.091
35 H 0.13 -5.66 1.73  C29 1.091
36 H 3.00 -5.12 3.06  C32 1.091
37 H 1.51 -5.35 3.99  C32 1.091
38 H 2.44 -3.85 4.16  C32 1.087

HOMO (eV): -3.87
Strongest force on any atom (eV/A): 1.17
DFT total energy (Eh): -6203.99871
Charge: -1
Frontier orbital gap (eV): 6.14

---

Number 1: molecular weight 368.32 g mol⁻¹. Number 2: molecular weight 398.85 g mol⁻¹.